1.
This record from OMol25 describes a 2-piece molecular cluster, C14H16O overall. The level of theory is ωB97M-V with the def2-TZVPD basis set.

Computed properties:
- strongest force on any atom (Eh/bohr) = 0.069
- SMILES = Cc1ccc(O)cc1.Cc1ccccc1
- energy (eV) = -16824.074
- HOMO (eV) = -8.43
- energy above the lowest of the compared OMol25 structures with the same formula, charge and spin (eV) = 1.161
- Kohn-Sham gap (eV) = 9.271

Geometry as ORCA input:
```
! RIJCOSX wB97M-V def2-TZVPD def2/J DEFGRID3
* xyz 0 1
C -1.57 1.72 -0.71
C -1.63 0.52 0.19
C -2.69 -0.38 0.17
C -2.79 -1.38 1.12
C -1.75 -1.58 2.02
O -1.71 -2.48 3.08
C -0.63 -0.76 1.97
C -0.59 0.31 1.07
H -2.27 2.47 -0.31
H -1.94 1.51 -1.71
H -0.58 2.14 -0.79
H -3.57 -0.21 -0.45
H -3.65 -2.01 1.26
H -2.37 -3.14 2.88
H 0.21 -1.13 2.56
H 0.22 1.02 1.16
C 0.77 -1.43 -1.67
C 1.67 -0.27 -1.59
C 1.65 0.79 -2.44
C 2.27 2.03 -2.08
C 2.56 2.29 -0.79
C 2.81 1.12 0.07
C 2.30 -0.08 -0.27
H -0.05 -1.33 -0.97
H 1.27 -2.40 -1.47
H 0.40 -1.58 -2.68
H 1.11 0.68 -3.38
H 2.39 2.86 -2.78
H 2.80 3.30 -0.52
H 3.28 1.45 0.98
H 2.21 -0.95 0.37
*
```

What are the Mulliken partial charges on each atom? They are as follows, in elementary charge units: -1.479, 0.716, -0.632, -0.520, 0.501, -0.515, -0.481, -0.447, 0.373, 0.357, 0.240, 0.381, 0.324, 0.293, 0.386, 0.481, -1.303, 0.953, -0.489, -0.412, -0.465, -0.665, -0.363, 0.064, 0.377, 0.440, 0.332, 0.324, 0.448, 0.360, 0.422



2.
This record from OMol25 describes C21H31F5P2PtS as an isolated structure. The level of theory is ωB97M-V with the def2-TZVPD basis set.

Computed properties:
- strongest force on any atom (Eh/bohr) = 0.118
- energy (eV) = -68512.186
- HOMO (alpha / beta) (eV) = -6.89 / -6.92
- <S²> = 2.031
- energy above the lowest of the compared OMol25 structures with the same formula, charge and spin (eV) = 8.246
- Kohn-Sham gap (alpha / beta) (eV) = 6.200 / 4.220

Geometry as ORCA input:
```
! RIJCOSX wB97M-V def2-TZVPD def2/J DEFGRID3
* xyz 0 3
P 0.77 -1.81 -1.19
P 1.10 1.63 -0.39
C 0.93 -0.40 -2.40
C 1.57 0.91 -1.97
H -0.11 -0.28 -2.83
H 1.58 -0.83 -3.16
H 2.66 0.80 -1.97
H 1.24 1.60 -2.74
C 0.60 3.43 -1.55
H 0.40 4.37 -0.99
H -0.25 3.23 -2.22
H 1.51 3.64 -2.16
C 2.41 2.76 0.24
H 2.68 3.51 -0.52
H 3.27 2.13 0.51
H 2.03 3.30 1.13
C 0.26 -2.98 -2.74
H 0.25 -4.07 -2.54
H 1.00 -2.81 -3.54
H -0.72 -2.70 -3.19
C 2.24 -2.61 -0.56
H 2.87 -1.78 -0.17
H 2.82 -3.25 -1.21
H 1.90 -3.22 0.29
Pt 2.03 0.02 0.91
C -2.52 1.12 -2.20
C -3.12 0.22 -2.98
C -4.57 0.14 -2.68
C -4.70 -1.07 -1.76
C -3.45 -1.86 -1.93
C -2.51 -1.88 -0.99
C -1.96 -0.63 -0.34
C -2.49 0.78 -0.74
C 2.99 -1.42 1.98
H -2.10 2.09 -2.56
H -2.69 -0.50 -3.67
H -5.10 0.01 -3.61
H -4.97 1.03 -2.15
H -4.69 -0.70 -0.73
H -5.66 -1.55 -1.97
H -3.34 -2.40 -2.87
H -1.90 -2.78 -0.76
H -0.88 -0.45 -0.48
H -2.01 -0.70 0.75
H -3.51 0.81 -0.36
H -1.97 1.54 -0.18
H 3.20 -1.12 3.00
H 3.90 -1.75 1.50
H 2.24 -2.19 1.97
F 2.71 0.68 7.31
C 2.09 0.64 6.12
C 2.79 0.95 4.94
F 4.13 0.74 4.85
C 1.99 1.37 3.89
F 2.35 2.45 3.17
C 0.76 0.77 3.67
S 0.13 0.77 2.04
C 0.11 0.24 4.81
F -1.00 -0.51 4.68
C 0.72 0.36 6.05
F 0.00 0.20 7.19
*
```

What are the Mulliken partial charges on each atom? They are as follows, in elementary charge units: 0.666, 0.356, -0.831, -1.192, 0.110, 0.801, 0.476, 0.539, -1.600, 0.362, 0.262, 0.532, -1.156, 0.470, 0.464, 0.279, -1.232, 0.373, 0.441, 0.242, -1.101, 0.173, 0.506, 0.305, 0.570, -0.290, -0.510, -0.596, -0.663, -0.814, -0.410, 0.705, -1.008, -1.331, 0.021, 0.509, 0.423, 0.210, 0.268, 0.394, 0.524, 0.669, -1.046, 0.375, 0.636, 0.591, 0.254, 0.459, 0.330, -0.279, 0.274, -0.001, -0.303, -0.014, -0.348, 0.456, -0.280, 0.351, -0.281, 0.208, -0.294



3.
This record from OMol25 describes C2H14CdO6 as an isolated structure. The level of theory is ωB97M-V with the def2-TZVPD basis set.

Computed properties:
- strongest force on any atom (Eh/bohr) = 0.051
- energy (eV) = -19148.217
- HOMO (eV) = -7.06
- energy above the lowest of the compared OMol25 structures with the same formula, charge and spin (eV) = 0.984
- Kohn-Sham gap (eV) = 6.715

Geometry as ORCA input:
```
! RIJCOSX wB97M-V def2-TZVPD def2/J DEFGRID3
* xyz 0 1
Cd 0.16 0.18 -0.15
C 0.85 -2.96 0.00
O 0.23 -1.93 -0.66
H 0.46 -3.93 -0.35
H 1.95 -2.97 -0.13
H 0.72 -2.93 1.12
C -2.62 1.28 -1.14
O -1.45 0.66 -1.48
H -3.49 0.79 -1.61
H -2.82 1.30 -0.04
H -2.66 2.35 -1.45
O 2.01 -0.20 1.27
H 2.92 -0.39 1.02
H 2.03 0.00 2.20
O 1.69 1.04 -1.55
H 1.50 1.12 -2.49
H 2.64 1.08 -1.46
O -1.22 -0.50 1.52
H -1.00 -1.40 1.81
H -2.18 -0.45 1.51
O 0.24 2.26 0.73
H 0.46 2.90 0.06
H -0.44 2.67 1.28
*
```

What are the Mulliken partial charges on each atom? They are as follows, in elementary charge units: 1.381, -0.598, -0.713, 0.226, 0.163, 0.141, -0.587, -0.767, 0.236, 0.089, 0.232, -0.433, 0.243, 0.260, -0.473, 0.290, 0.245, -0.581, 0.301, 0.293, -0.555, 0.315, 0.293



4.
This record from OMol25 describes a 11-piece molecular cluster, C42H54Cl2F30O20 overall. The level of theory is ωB97M-V with the def2-TZVPD basis set.

Computed properties:
- strongest force on any atom (Eh/bohr) = 0.027
- SMILES = CCOC(=O)C(F)(F)F.CCOC(=O)C(F)(F)F.CCOC(=O)C(F)(F)F.CCOC(=O)C(F)(F)F.CCOC(=O)C(F)(F)F.CCOC(=O)C(F)(F)F.CCOC(=O)C(F)(F)F.CCOC(=O)C(F)(F)F.CCOC(=O)C(F)(F)F.CCOC(=O)C(F)(F)F.ClCCCl
- energy (eV) = -191953.508
- HOMO (eV) = -10.47
- Kohn-Sham gap (eV) = 10.796

Geometry as ORCA input:
```
! RIJCOSX wB97M-V def2-TZVPD def2/J DEFGRID3
* xyz 0 1
C -9.63 28.77 -1.67
C -8.20 28.53 -2.17
O -8.04 27.17 -2.58
C -8.49 26.85 -3.76
O -9.09 27.56 -4.51
C -8.16 25.39 -4.12
F -7.47 25.34 -5.26
F -7.44 24.78 -3.17
F -9.30 24.71 -4.28
H -10.36 28.67 -2.47
H -9.75 29.72 -1.17
H -9.90 27.95 -1.00
H -7.54 28.66 -1.32
H -7.95 29.23 -2.96
C -10.32 15.69 -5.71
C -11.32 16.74 -5.32
O -10.92 17.99 -5.90
C -11.61 19.04 -5.54
O -12.55 19.08 -4.80
C -11.10 20.32 -6.25
F -11.82 20.47 -7.39
F -11.33 21.38 -5.48
F -9.82 20.30 -6.57
H -10.49 14.78 -5.14
H -9.29 15.98 -5.47
H -10.33 15.47 -6.78
H -11.39 16.84 -4.24
H -12.34 16.50 -5.60
C -17.21 18.85 -1.08
C -18.37 18.09 -1.69
O -17.82 17.23 -2.68
C -18.67 16.55 -3.43
O -19.86 16.69 -3.47
C -17.94 15.57 -4.36
F -17.69 16.22 -5.51
F -16.77 15.17 -3.86
F -18.67 14.50 -4.63
H -17.53 19.44 -0.22
H -16.78 19.51 -1.83
H -16.40 18.19 -0.75
H -19.05 18.82 -2.13
H -18.91 17.55 -0.92
C -15.33 28.24 -9.21
C -16.68 28.37 -8.51
O -16.64 27.88 -7.16
C -16.32 28.77 -6.23
O -15.89 29.87 -6.41
C -16.54 28.21 -4.80
F -17.31 27.12 -4.80
F -15.39 27.92 -4.22
F -17.16 29.15 -4.07
H -15.18 27.24 -9.63
H -14.53 28.41 -8.49
H -15.27 28.89 -10.08
H -17.43 27.76 -9.01
H -16.99 29.41 -8.52
C -14.65 21.05 -2.25
C -13.42 21.87 -2.48
O -13.79 23.25 -2.48
C -12.86 24.14 -2.70
O -11.69 23.90 -2.89
C -13.38 25.59 -2.68
F -12.55 26.39 -2.02
F -13.43 26.03 -3.95
F -14.60 25.68 -2.15
H -15.43 21.25 -2.98
H -15.10 21.20 -1.26
H -14.40 19.99 -2.28
H -12.96 21.54 -3.42
H -12.64 21.73 -1.73
C -11.61 33.69 -0.64
C -12.67 32.63 -0.40
O -12.78 31.87 -1.62
C -13.74 30.97 -1.65
O -14.50 30.72 -0.77
C -13.78 30.16 -2.96
F -15.01 30.22 -3.47
F -12.91 30.61 -3.87
F -13.49 28.88 -2.71
H -11.59 34.42 0.17
H -11.79 34.24 -1.56
H -10.62 33.23 -0.64
H -13.65 33.06 -0.20
H -12.35 32.00 0.42
C -8.10 23.32 -0.03
C -9.47 23.89 -0.29
O -10.43 22.97 0.24
C -11.62 23.39 0.61
O -12.03 24.51 0.58
C -12.43 22.24 1.26
F -11.89 21.05 1.04
F -12.48 22.45 2.58
F -13.69 22.24 0.80
H -7.87 22.45 -0.65
H -7.94 23.02 1.00
H -7.35 24.06 -0.31
H -9.64 24.04 -1.36
H -9.58 24.89 0.13
C -9.82 20.68 -2.61
C -8.80 20.17 -1.62
O -8.98 18.74 -1.56
C -7.95 17.99 -1.24
O -6.93 18.36 -0.74
C -8.20 16.49 -1.51
F -9.34 16.27 -2.18
F -7.19 15.99 -2.23
F -8.25 15.83 -0.35
H -9.80 21.78 -2.55
H -10.81 20.33 -2.33
H -9.59 20.39 -3.64
H -8.98 20.58 -0.63
H -7.79 20.38 -1.96
C -17.62 19.98 -5.47
C -18.97 19.55 -6.02
O -19.09 19.93 -7.39
C -18.63 19.07 -8.29
O -18.19 17.98 -8.06
C -18.74 19.66 -9.71
F -17.71 20.50 -9.92
F -18.69 18.70 -10.61
F -19.87 20.35 -9.87
H -16.82 19.45 -5.98
H -17.60 19.69 -4.41
H -17.52 21.06 -5.48
H -19.77 20.06 -5.50
H -19.14 18.49 -5.87
C -17.50 15.36 0.55
C -16.19 14.82 0.07
O -15.59 15.79 -0.82
C -14.41 15.48 -1.31
O -13.78 14.50 -1.06
C -13.87 16.54 -2.29
F -12.72 17.02 -1.82
F -13.65 15.97 -3.48
F -14.71 17.56 -2.47
H -18.21 15.65 -0.22
H -17.37 16.25 1.18
H -18.01 14.66 1.21
H -16.32 13.94 -0.56
H -15.51 14.54 0.87
Cl -13.13 26.03 -7.35
C -11.59 25.45 -6.65
C -11.10 24.20 -7.33
Cl -10.55 24.52 -8.99
H -11.78 25.28 -5.60
H -10.86 26.25 -6.71
H -11.92 23.50 -7.43
H -10.29 23.75 -6.76
*
```

Here are the Mulliken charges for atoms 1 to 99, given in e: -0.941, -0.280, -0.324, 0.541, -0.568, 0.844, -0.281, -0.271, -0.221, 0.245, 0.398, 0.199, 0.324, 0.336, -1.487, 0.398, -0.268, 0.275, -0.471, 0.989, -0.283, -0.210, -0.269, 0.398, 0.323, 0.390, -0.091, 0.275, -0.546, -0.608, -0.100, 0.448, -0.551, 0.831, -0.174, -0.188, -0.275, 0.556, -0.211, 0.019, 0.371, 0.529, -0.893, -0.297, -0.257, 0.349, -0.536, 0.930, -0.272, -0.190, -0.278, 0.255, 0.212, 0.347, 0.372, 0.330, -1.634, 1.135, -0.164, 0.003, -0.272, 1.004, -0.220, -0.219, -0.273, 0.399, 0.411, 0.257, -0.149, -0.398, -1.178, -0.237, -0.156, 0.152, -0.531, 0.996, -0.256, -0.282, -0.128, 0.389, 0.322, 0.275, 0.345, 0.286, -1.309, 0.249, -0.170, 0.441, -0.565, 0.931, -0.222, -0.285, -0.250, 0.159, 0.382, 0.383, -0.265, 0.550, 0.248



5.
This record from OMol25 describes a 2-piece molecular cluster, C2H2IO3 overall. The level of theory is ωB97M-V with the def2-TZVPD basis set.

Computed properties:
- strongest force on any atom (Eh/bohr) = 0.041
- energy (eV) = -16349.465
- HOMO (eV) = -2.33
- energy above the lowest of the compared OMol25 structures with the same formula, charge and spin (eV) = 1.720
- Kohn-Sham gap (eV) = 5.872

Geometry as ORCA input:
```
! RIJCOSX wB97M-V def2-TZVPD def2/J DEFGRID3
* xyz -1 1
C -1.48 0.00 -1.01
C 1.40 -0.03 1.03
O -2.07 -0.91 -0.65
O -0.88 0.89 -1.49
O 1.26 -0.18 -0.37
I -0.75 0.58 1.91
H 1.36 -1.03 1.43
H 1.17 0.68 -0.85
*
```

What are the Mulliken partial charges on each atom? They are as follows, in elementary charge units: 0.742, -0.437, -0.364, -0.478, -0.424, -0.484, 0.107, 0.339